Density functional theory data (ωB97M-V with the def2-TZVPD basis set) for 8 unconnected molecules or ions with the total composition C48H120O32P8 at a distorted geometry.

```
208
Properties=species:S:1:pos:R:3:lowdin_charge:R:1
C -2.7474 9.0219 4.2418 -0.0392
C -1.8988 7.7100 3.9482 -0.2988
O -0.7832 7.4348 4.7285 -0.1766
P -0.9745 6.2214 5.8207 0.5687
O -2.1128 6.2547 6.7413 -0.2231
O 0.5206 6.0653 6.5448 -0.1943
C 0.5143 5.7951 7.9047 -0.3095
C 1.8798 6.2353 8.4542 -0.0649
O -0.9204 4.8793 4.8298 -0.2044
C -1.4216 3.6320 5.2848 -0.3146
C -2.7008 3.5556 4.5826 -0.0925
H -2.0951 9.8714 4.4439 0.0720
H -3.4747 9.2222 3.4550 0.0716
H -3.2718 8.7470 5.1570 0.0626
H -2.4637 6.7854 3.8289 0.1039
H -1.4120 7.8875 2.9892 0.1146
H -0.3479 6.2949 8.3462 0.1075
H 0.4822 4.7096 7.9983 0.1161
H 1.7414 6.6477 9.4536 0.0698
H 2.6153 5.4310 8.4399 0.0720
H 2.3506 7.0779 7.9476 0.0752
H -0.7566 2.7698 5.3351 0.1218
H -1.6113 3.6439 6.3581 0.1080
H -3.3959 4.3625 4.8146 0.0884
H -2.5885 3.1793 3.5657 0.0841
H -3.2259 2.7573 5.1069 0.0790
C -4.8199 5.5129 0.0806 -0.0529
C -5.9992 4.5263 -0.3027 -0.2590
O -5.3187 3.3255 -0.5509 -0.2080
P -6.2432 2.0185 -0.9037 0.5286
O -6.8086 1.8976 -2.2366 -0.2197
O -5.2978 0.7928 -0.3208 -0.2000
C -5.1690 -0.5481 -0.7993 -0.2309
C -3.6202 -0.8531 -0.8986 -0.0702
O -7.4232 2.1205 0.2746 -0.2612
C -7.2724 2.1208 1.6983 -0.2495
C -8.2017 0.9793 2.1562 -0.0575
H -5.0896 6.5481 0.2896 0.0748
H -4.2846 4.9864 0.8707 0.0622
H -4.0877 5.5171 -0.7268 0.0410
H -6.7237 4.4048 0.5025 0.0966
H -6.4129 4.9451 -1.2201 0.1165
H -5.4954 -1.3655 -0.1563 0.1049
H -5.6764 -0.8318 -1.7213 0.1151
H -3.0173 -0.7387 0.0022 0.0617
H -3.5155 -1.9021 -1.1756 0.0772
H -3.0796 -0.3172 -1.6788 0.0418
H -6.1914 2.1132 1.8374 0.1180
H -7.7176 3.0823 1.9542 0.1082
H -7.8242 0.7214 3.1456 0.0701
H -9.2730 1.1397 2.2769 0.0755
H -8.1201 0.1621 1.4395 0.0750
C -1.3825 -6.7325 8.5972 -0.0797
C -0.1665 -5.8538 8.8988 -0.2803
O 0.2387 -5.2228 7.6552 -0.1780
P 0.5262 -3.6486 7.8166 0.5618
O -0.7199 -2.8174 8.1758 -0.2747
O 1.7971 -3.5366 8.8576 -0.1489
C 1.6870 -2.8600 10.0296 -0.3653
C 2.7269 -1.9293 10.5047 -0.0868
O 1.1993 -3.5403 6.3402 -0.2002
C 0.5704 -4.0140 5.1624 -0.2631
C -0.9025 -3.6249 4.8484 -0.0550
H -2.1350 -5.9765 8.3729 0.0809
H -1.2407 -7.4467 7.7861 0.0629
H -1.6681 -7.3765 9.4289 0.0799
H -0.5573 -5.2785 9.7380 0.1146
H 0.4485 -6.5910 9.4150 0.1149
H 0.9137 -2.0979 9.9323 0.1088
H 1.4199 -3.6029 10.7811 0.1282
H 2.3841 -1.4696 11.4317 0.0848
H 3.6959 -2.3313 10.8006 0.0757
H 2.8890 -1.0751 9.8473 0.0853
H 1.2186 -3.7434 4.3289 0.1137
H 0.6959 -5.0872 5.3055 0.1061
H -1.0254 -2.5442 4.7777 0.0678
H -0.9938 -4.0829 3.8634 0.0733
H -1.6593 -4.1403 5.4397 0.0725
C 8.7639 -5.5188 0.9017 -0.0678
C 9.1208 -4.1366 0.3835 -0.3316
O 8.4499 -3.6383 -0.7329 -0.1789
P 8.7693 -4.3185 -2.2318 0.5773
O 9.9575 -5.2077 -2.3832 -0.2310
O 7.4303 -5.0700 -2.6794 -0.1932
C 6.1350 -4.4468 -2.6149 -0.2428
C 5.2511 -5.1342 -3.7136 -0.0433
O 8.6606 -2.9391 -3.2175 -0.2068
C 9.8310 -2.2762 -3.5267 -0.3368
C 10.1990 -2.8877 -4.8325 -0.0877
H 7.7372 -5.8672 0.7899 0.0720
H 9.4540 -6.1958 0.3982 0.0728
H 9.0109 -5.4525 1.9613 0.0795
H 8.7953 -3.5185 1.2202 0.1077
H 10.1862 -3.9114 0.4328 0.1234
H 5.7813 -4.6354 -1.6013 0.0859
H 6.2346 -3.3619 -2.6475 0.1065
H 5.8751 -5.3969 -4.5678 0.0763
H 5.0044 -6.1275 -3.3386 0.0678
H 4.2838 -4.7200 -3.9979 0.0664
H 9.6844 -1.1986 -3.4542 0.1229
H 10.6765 -2.3831 -2.8472 0.1169
H 9.6026 -2.6100 -5.7015 0.0812
H 11.1613 -2.4517 -5.1009 0.0743
H 10.3963 -3.9581 -4.7733 0.0807
C 1.1019 5.2297 -8.0054 -0.0757
C -0.0549 4.6995 -8.7767 -0.2461
O -0.8196 3.7858 -7.9647 -0.2116
P -0.6622 2.1755 -7.8345 0.5206
O -1.7584 1.6745 -6.9192 -0.2625
O 0.8903 2.0637 -7.2219 -0.2134
C 1.0192 1.6966 -5.8471 -0.2709
C 1.5618 0.2685 -5.7537 -0.0563
O -0.6943 1.5775 -9.3030 -0.1603
C 0.4217 0.8789 -9.8202 -0.2764
C 0.3103 1.0476 -11.3134 -0.0787
H 1.5543 6.1218 -8.4385 0.0798
H 0.9386 5.3314 -6.9325 0.0796
H 1.9699 4.5874 -8.1542 0.0717
H -0.7764 5.4861 -8.9975 0.1213
H 0.1857 4.1468 -9.6849 0.1118
H 1.6767 2.4368 -5.3913 0.1174
H 0.1184 1.7976 -5.2418 0.0717
H 0.6922 -0.3722 -5.6074 0.0746
H 1.9034 -0.2462 -6.6518 0.0716
H 2.2845 -0.0168 -4.9894 0.0675
H 1.2918 1.4433 -9.4848 0.1069
H 0.6188 -0.1612 -9.5603 0.1266
H -0.6919 0.9069 -11.7181 0.0808
H 0.4595 2.0816 -11.6241 0.0715
H 0.9502 0.4454 -11.9583 0.0798
C -2.3015 2.3305 -2.1566 -0.0412
C -0.9076 1.7796 -2.7112 -0.2406
O -0.2502 1.2173 -1.5847 -0.2018
P -0.0039 -0.4447 -1.4156 0.5486
O -0.6546 -1.4150 -2.3415 -0.2285
O 1.5836 -0.5470 -1.3225 -0.1733
C 2.1784 -1.7320 -0.9793 -0.3357
C 2.9150 -2.2241 -2.1994 -0.0574
O -0.4118 -0.6865 0.1559 -0.2121
C 0.1596 0.1600 1.1258 -0.2415
C -0.6151 -0.1005 2.5203 -0.0288
H -2.6480 1.6592 -1.3709 0.0471
H -2.1773 3.3216 -1.7203 0.0702
H -3.1387 2.3794 -2.8528 0.0765
H -1.1685 1.1009 -3.5233 0.1037
H -0.2492 2.5083 -3.1840 0.0944
H 2.9001 -1.6211 -0.1699 0.1173
H 1.6470 -2.4680 -0.3760 0.1247
H 2.2573 -2.2424 -3.0685 0.0778
H 3.6710 -1.5013 -2.5061 0.0825
H 3.4312 -3.1799 -2.1098 0.0544
H 1.2418 0.1448 1.2551 0.1145
H -0.0436 1.1454 0.7065 0.0991
H -1.6818 -0.3223 2.5540 0.0711
H -0.0623 -0.8758 3.0507 0.0481
H -0.4530 0.7540 3.1772 0.0542
C 1.7122 -9.6427 -0.7217 -0.0705
C 2.1300 -10.0386 0.6883 -0.3329
O 1.7510 -8.9661 1.4190 -0.1811
P 2.6004 -8.3507 2.6255 0.4671
O 3.7767 -9.2312 2.9818 -0.2605
O 2.9627 -6.7957 2.2416 -0.1920
C 3.1123 -6.2516 0.9185 -0.2232
C 4.1217 -5.0264 0.9649 -0.0374
O 1.5870 -8.2458 3.8219 -0.1717
C 1.2263 -9.5769 4.3300 -0.2382
C 0.3483 -9.3531 5.5940 -0.0643
H 2.2600 -8.7443 -1.0063 0.0678
H 1.9654 -10.4379 -1.4228 0.0778
H 0.6312 -9.5064 -0.7545 0.0802
H 1.7307 -11.0087 0.9843 0.1260
H 3.2074 -10.1372 0.5558 0.1179
H 3.4305 -7.0754 0.2796 0.1012
H 2.1577 -5.8778 0.5481 0.1139
H 4.2724 -4.5207 0.0112 0.0421
H 3.8118 -4.4440 1.8326 0.0765
H 5.1591 -5.3322 1.1007 0.0575
H 0.8765 -10.3198 3.6132 0.1177
H 2.1040 -10.0600 4.7593 0.1061
H -0.6247 -8.9455 5.3195 0.0723
H 0.3219 -10.3512 6.0312 0.0766
H 0.8131 -8.6759 6.3105 0.0733
C -7.0870 4.9427 -5.8880 -0.0648
C -5.6268 4.9474 -5.7675 -0.3338
O -5.3786 5.3668 -4.4953 -0.1774
P -4.3464 6.5534 -4.1834 0.5752
O -4.0979 6.8538 -2.7256 -0.2416
O -2.9223 6.2341 -4.9658 -0.1987
C -2.1389 5.1415 -4.5828 -0.3025
C -0.9200 5.7877 -4.0843 -0.0703
O -4.9715 7.7830 -5.0685 -0.1594
C -5.6919 8.7848 -4.5519 -0.3625
C -7.1666 8.4279 -4.1894 -0.0471
H -7.4414 4.1281 -5.2565 0.0910
H -7.5597 5.8839 -5.6072 0.0704
H -7.3405 4.6080 -6.8940 0.0871
H -5.3107 3.9263 -5.9809 0.1360
H -5.1211 5.7067 -6.3640 0.1149
H -2.6776 4.5655 -3.8305 0.0956
H -2.0442 4.4925 -5.4535 0.1228
H -0.8850 6.5663 -3.3223 0.0920
H -0.2076 4.9892 -3.8769 0.0717
H -0.5941 6.4066 -4.9203 0.0771
H -5.2049 9.4142 -3.8070 0.1153
H -5.7080 9.6153 -5.2578 0.1146
H -7.7239 9.1139 -3.5513 0.0758
H -7.4599 8.1755 -5.2083 0.0767
H -7.1600 7.7099 -3.3693 0.0688
```

Calculated values
LUMO = 0.361 eV
Kohn-Sham gap = 10.6 eV
Relative energy (zero: lowest compared OMol25 entry of this formula, charge and spin) = 1005.2 kJ/mol
SMILES = CCOP(=O)(OCC)OCC.CCOP(=O)(OCC)OCC.CCOP(=O)(OCC)OCC.CCOP(=O)(OCC)OCC.CCOP(=O)(OCC)OCC.CCOP(=O)(OCC)OCC.CCOP(=O)(OCC)OCC.CCOP(=O)(OCC)OCC